[1]
Molecular formula: C48H114InN8O17
Method: DFT, the ωB97M-V functional and the def2-TZVPD basis

The calculation puts the total energy at -103509.80549 eV. For the maximum force, the calculation gives 5.293 eV Å⁻¹. The value obtained for the LUMO energy is -0.25020 Eh. As for the energy above the lowest of the compared OMol25 structures with the same formula, charge and spin: 0.00 kcal/mol.

ORCA input file:
```
! RIJCOSX wB97M-V def2-TZVPD def2/J DEFGRID3
* xyz 1 1
In 1.30 3.86 1.06
C 0.62 -1.18 0.30
C 0.55 0.22 0.66
C -0.69 0.72 1.38
O -0.78 1.89 1.58
C -1.65 -0.23 1.88
C -1.53 -1.61 1.55
C -0.40 -2.10 0.72
O -0.27 -3.21 0.44
O -2.23 -2.41 2.10
O 1.38 1.03 0.34
H 1.44 -1.56 -0.29
H -2.46 0.15 2.49
C -4.52 2.72 7.62
C -5.34 1.51 7.16
C -4.72 0.17 7.55
O -3.51 -0.17 6.95
C -3.51 -0.10 5.56
N -6.68 1.67 7.78
H -4.93 3.63 7.20
H -3.50 2.63 7.22
H -4.47 2.77 8.71
H -5.53 1.53 6.08
H -5.49 -0.62 7.45
H -4.59 0.22 8.64
H -2.60 -0.58 5.23
H -3.51 0.95 5.23
H -4.39 -0.61 5.14
H -6.66 1.78 8.79
H -7.22 0.80 7.67
C -3.66 4.93 0.20
C -2.29 4.30 0.11
C -1.98 3.65 -1.23
O -0.70 3.10 -1.13
C -0.49 2.04 -2.02
N -1.22 5.29 0.40
H -4.46 4.20 0.02
H -3.78 5.68 -0.59
H -3.72 5.42 1.17
H -2.14 3.50 0.84
H -1.98 4.44 -2.00
H -2.75 2.90 -1.42
H 0.58 1.82 -2.02
H -0.86 2.26 -3.02
H -1.02 1.12 -1.71
H -1.31 6.05 -0.29
H -1.40 5.74 1.30
C -2.60 4.35 4.96
C -1.75 4.96 3.83
C -1.16 6.31 4.24
O -2.22 7.19 4.51
C -1.80 8.40 5.13
N -0.67 4.02 3.52
H -2.01 4.34 5.88
H -2.98 3.35 4.76
H -3.50 4.95 5.16
H -2.40 5.10 2.96
H -0.48 6.69 3.46
H -0.48 6.13 5.09
H -1.34 8.25 6.11
H -2.72 8.97 5.30
H -1.15 8.99 4.48
H -1.03 3.10 3.32
H -0.12 3.92 4.36
C 1.96 5.95 -3.84
C 1.78 4.87 -2.76
C 3.10 4.15 -2.59
O 3.03 3.11 -1.65
C 4.25 2.45 -1.64
N 1.31 5.47 -1.49
H 2.36 5.53 -4.77
H 2.61 6.78 -3.54
H 1.00 6.41 -4.10
H 1.03 4.18 -3.15
H 3.87 4.88 -2.30
H 3.32 3.71 -3.57
H 5.09 2.98 -1.18
H 4.58 2.25 -2.68
H 4.15 1.47 -1.20
H 1.72 6.41 -1.42
H 0.33 5.70 -1.65
C 5.18 -1.17 -0.12
C 6.45 -0.58 0.42
C 7.58 -1.57 0.16
O 7.54 -2.69 0.98
C 7.88 -2.40 2.28
N 6.70 0.74 -0.19
H 5.22 -1.28 -1.22
H 4.29 -0.57 0.09
H 5.05 -2.19 0.24
H 6.32 -0.42 1.49
H 8.53 -1.04 0.33
H 7.57 -1.90 -0.88
H 8.77 -1.75 2.35
H 8.16 -3.30 2.82
H 7.08 -1.91 2.84
H 6.70 0.60 -1.20
H 7.65 1.06 0.00
C -2.55 -2.62 -2.57
C -2.22 -4.09 -2.33
O -3.12 -4.55 -1.31
H -1.89 -2.16 -3.32
H -2.31 -2.05 -1.66
H -3.60 -2.51 -2.84
H -1.18 -4.19 -2.00
H -2.36 -4.70 -3.22
H -3.91 -4.86 -1.77
C 2.42 -0.45 4.13
C 1.27 0.55 4.29
O 1.61 1.83 3.76
H 3.33 -0.08 4.59
H 2.63 -0.66 3.08
H 2.07 -1.41 4.53
H 1.05 0.56 5.36
H 0.37 0.08 3.84
H 1.59 2.42 4.52
C -4.50 0.53 -0.22
O -4.28 0.34 -1.58
C -5.13 1.16 -2.37
C -4.72 1.03 -3.80
N -3.43 1.63 -4.10
C -3.20 1.61 -5.55
C -1.75 1.85 -5.89
O -1.00 0.80 -5.37
C 0.35 0.83 -5.78
H -3.73 -0.08 0.25
H -5.51 0.23 0.07
H -4.39 1.57 0.12
H -5.16 2.19 -2.00
H -6.17 0.78 -2.32
H -5.53 1.50 -4.37
H -4.78 -0.05 -4.02
H -2.72 1.00 -3.74
H -3.85 2.26 -6.15
H -3.50 0.63 -5.98
H -1.46 2.83 -5.47
H -1.70 1.90 -6.98
H 0.89 0.03 -5.27
H 0.83 1.78 -5.49
H 0.52 0.73 -6.86
C -2.16 -7.57 -1.87
O -1.34 -6.97 -0.90
C -0.01 -7.40 -0.97
C 0.87 -6.66 0.05
N 0.32 -6.71 1.40
C 1.22 -6.07 2.38
C 0.47 -6.00 3.69
O -0.35 -4.84 3.70
C 0.34 -3.71 3.98
H -2.20 -8.63 -1.57
H -1.78 -7.56 -2.90
H -3.16 -7.16 -1.84
H 0.45 -7.28 -1.96
H 0.05 -8.49 -0.74
H 0.96 -5.63 -0.33
H 1.86 -7.15 0.03
H 0.36 -7.71 1.60
H 1.54 -5.10 2.01
H 2.14 -6.67 2.53
H 1.16 -5.91 4.55
H -0.16 -6.87 3.85
H -0.25 -2.80 3.95
H 1.18 -3.48 3.29
H 0.85 -3.82 4.96
C 2.24 -0.32 -2.88
O 2.66 -1.52 -3.45
C 2.34 -2.61 -2.65
C 2.92 -3.86 -3.29
N 2.47 -3.99 -4.65
C 3.06 -5.15 -5.31
C 2.57 -5.28 -6.71
O 2.91 -4.10 -7.39
C 2.76 -4.21 -8.77
H 1.17 -0.30 -2.63
H 2.54 0.51 -3.51
H 2.79 -0.17 -1.93
H 1.26 -2.77 -2.51
H 2.79 -2.51 -1.65
H 2.69 -4.76 -2.72
H 4.00 -3.61 -3.28
H 2.72 -3.19 -5.23
H 2.90 -6.05 -4.71
H 4.17 -5.06 -5.37
H 1.48 -5.46 -6.74
H 3.05 -6.17 -7.16
H 3.06 -3.25 -9.17
H 1.70 -4.38 -8.99
H 3.41 -4.98 -9.19
*
```



[2]
Molecular formula: C48H119F6N8O23S2Sr
Method: DFT, the ωB97M-V functional and the def2-TZVPD basis

The calculation puts the total energy at -149516.84955 eV. For the maximum force, the calculation gives 6.756 eV Å⁻¹. The value obtained for the LUMO energy is -0.00829 Eh.

ORCA input file:
```
! RIJCOSX wB97M-V def2-TZVPD def2/J DEFGRID3
* xyz -1 1
Sr -7.36 -17.52 8.17
C -3.01 -14.00 8.69
F -2.12 -13.12 9.16
F -4.26 -13.48 8.72
F -2.66 -14.34 7.44
S -2.95 -15.53 9.85
O -1.56 -15.77 10.23
O -3.75 -15.20 11.01
N -3.83 -16.78 8.89
S -2.69 -17.52 8.14
O -3.32 -18.14 6.97
O -1.45 -16.81 7.87
C -2.30 -19.03 9.30
F -1.80 -18.63 10.47
F -3.46 -19.69 9.54
F -1.47 -19.87 8.68
C -9.23 -11.90 10.18
C -9.52 -11.40 11.39
C -9.32 -12.22 12.64
O -9.56 -11.75 13.82
C -8.77 -13.45 12.63
C -8.49 -14.09 11.32
C -8.72 -13.28 9.97
O -8.47 -13.79 8.89
O -8.13 -15.27 11.21
O -10.17 -10.28 11.31
H -9.39 -11.35 9.26
H -8.69 -14.00 13.56
C -3.87 -24.95 10.61
O -4.34 -24.25 11.76
H -2.97 -25.50 10.87
H -4.64 -25.62 10.22
H -3.69 -24.18 9.86
H -4.54 -24.87 12.47
C -0.03 -9.27 6.95
O -0.67 -8.15 7.59
H 0.47 -8.92 6.05
H 0.64 -9.76 7.65
H -0.75 -9.99 6.55
H -0.42 -8.14 8.51
C -2.30 -21.10 2.38
O -2.34 -22.42 2.84
H -3.21 -20.91 1.82
H -2.27 -20.42 3.23
H -1.40 -20.96 1.78
H -1.42 -22.68 2.75
C 2.18 -16.99 12.77
O 3.11 -17.46 13.65
H 2.40 -17.38 11.77
H 1.22 -17.39 13.10
H 1.97 -15.92 12.71
H 2.66 -17.62 14.49
C 0.49 -12.02 13.63
C 1.02 -12.27 15.02
O 2.12 -11.35 15.22
H -0.48 -12.51 13.58
H 1.11 -12.40 12.82
H 0.29 -10.97 13.41
H 1.40 -13.29 15.12
H 0.24 -12.07 15.75
H 2.40 -11.34 16.14
C 2.54 -13.91 8.06
C 3.64 -14.72 7.40
O 3.70 -14.42 6.01
H 1.59 -14.18 7.60
H 2.66 -12.83 8.00
H 2.44 -14.18 9.11
H 3.49 -15.80 7.38
H 4.63 -14.48 7.80
H 4.15 -13.57 5.95
C 0.87 -23.72 12.27
C 2.30 -23.94 12.79
O 2.57 -25.32 13.02
H 0.61 -24.46 11.52
H 0.83 -22.72 11.83
H 0.11 -23.92 13.02
H 2.60 -23.34 13.65
H 2.93 -23.58 11.98
H 3.41 -25.55 12.62
C -3.91 -17.55 15.07
C -4.81 -18.42 14.20
O -6.15 -17.97 14.07
H -2.98 -18.11 15.10
H -4.22 -17.25 16.08
H -3.61 -16.64 14.53
H -4.76 -19.41 14.65
H -4.31 -18.62 13.25
H -6.23 -17.17 13.55
C -5.88 -14.94 3.88
C -7.09 -15.73 3.32
C -6.63 -16.83 2.36
O -5.94 -16.19 1.31
C -5.56 -17.00 0.28
N -7.91 -16.11 4.42
H -5.12 -15.62 4.27
H -6.23 -14.21 4.61
H -5.40 -14.27 3.17
H -7.75 -15.05 2.79
H -7.53 -17.32 2.00
H -6.03 -17.53 2.94
H -6.46 -17.47 -0.11
H -4.90 -17.80 0.62
H -5.06 -16.53 -0.56
H -8.80 -16.43 4.05
H -8.23 -15.26 4.85
C -9.36 -21.85 11.54
C -9.36 -20.69 10.48
C -10.51 -19.65 10.60
O -10.44 -18.70 9.56
C -11.59 -17.85 9.61
N -8.00 -20.09 10.57
H -8.60 -22.59 11.29
H -10.35 -22.32 11.58
H -9.16 -21.44 12.53
H -9.48 -21.14 9.50
H -10.30 -19.02 11.47
H -11.47 -20.12 10.82
H -12.52 -18.28 9.25
H -11.40 -17.01 8.95
H -11.76 -17.35 10.57
H -7.33 -20.83 10.70
H -7.98 -19.65 11.48
C -1.25 -15.81 2.28
C -0.02 -15.04 2.80
C -0.29 -13.60 3.25
O -0.75 -12.85 2.13
C -1.31 -11.54 2.45
N 0.56 -15.85 3.89
H -1.99 -15.95 3.07
H -0.99 -16.85 2.12
H -1.71 -15.24 1.47
H 0.74 -14.96 2.02
H 0.66 -13.15 3.56
H -0.92 -13.55 4.14
H -0.51 -10.87 2.79
H -2.09 -11.64 3.20
H -1.77 -11.11 1.56
H -0.03 -15.72 4.71
H 1.40 -15.43 4.25
C -6.79 -22.31 5.95
C -7.79 -21.52 5.07
C -8.68 -22.47 4.29
O -9.68 -23.09 5.13
C -10.34 -24.17 4.58
N -8.65 -20.60 5.86
H -6.13 -21.70 6.58
H -6.14 -22.84 5.25
H -7.30 -23.03 6.60
H -7.21 -20.98 4.32
H -7.98 -23.11 3.76
H -9.20 -21.94 3.50
H -10.70 -23.99 3.57
H -11.25 -24.24 5.17
H -9.82 -25.13 4.64
H -9.16 -20.07 5.16
H -9.42 -21.12 6.26
C 4.70 -27.36 7.08
C 4.54 -25.81 6.97
C 3.28 -25.29 7.65
O 2.19 -25.64 6.78
C 0.93 -25.10 7.13
N 5.75 -25.31 7.64
H 3.86 -27.90 6.64
H 4.81 -27.65 8.12
H 5.60 -27.73 6.58
H 4.59 -25.66 5.90
H 3.40 -24.20 7.69
H 3.12 -25.70 8.65
H 1.04 -24.03 7.28
H 0.55 -25.58 8.03
H 0.17 -25.20 6.36
H 5.93 -24.34 7.40
H 6.59 -25.70 7.25
C -8.71 -10.44 3.37
C -7.82 -9.51 2.56
C -6.47 -9.60 3.21
O -6.44 -8.79 4.42
C -5.26 -8.92 5.25
N -7.98 -9.96 1.24
H -8.77 -10.18 4.42
H -8.31 -11.46 3.39
H -9.74 -10.50 3.01
H -8.21 -8.52 2.78
H -5.65 -9.14 2.66
H -6.18 -10.63 3.40
H -5.38 -8.36 6.18
H -4.29 -8.58 4.88
H -5.07 -9.97 5.50
H -7.38 -10.77 1.16
H -7.44 -9.32 0.67
C -4.50 -12.23 15.50
C -4.59 -10.75 15.12
C -4.57 -10.51 13.56
O -4.44 -9.15 13.33
C -4.25 -8.90 11.95
N -5.72 -10.13 15.73
H -5.32 -12.73 15.00
H -4.60 -12.36 16.58
H -3.57 -12.70 15.18
H -3.66 -10.27 15.42
H -5.49 -10.92 13.16
H -3.75 -11.01 13.04
H -5.09 -9.25 11.35
H -3.33 -9.25 11.48
H -4.17 -7.82 11.82
H -6.55 -10.68 15.57
H -6.01 -9.30 15.22
*
```



Q: The lowest maximum force belongs to which entry?
A: C48H114InN8O17



Q: What is the maximum force in the second record?
A: 6.756 eV Å⁻¹



Q: What is the formula in the first record?
A: C48H114InN8O17